{"formula": "CH3N3O", "method": "ωB97M-V/def2-TZVPD", "symbols": ["O", "N", "N", "N", "C", "H", "H", "H"], "xyz": [[1.7537, 1.8123, 1.3923], [1.4968, 1.4513, 0.3589], [1.2295, 1.0884, -0.6337], [-0.7975, -0.4175, 0.5559], [-0.8105, -1.2401, -0.4073], [-1.2616, -0.9389, -1.4263], [-1.2721, 0.4956, 0.4945], [-0.3383, -2.2510, -0.3344]], "atomic_forces_ev_per_a": [[1.4, 1.9, 5.4], [-0.4, -0.6, -1.6], [-0.7, -1.1, -3.9], [0.1, -1.0, 0.7], [-0.8, 1.3, -1.3], [0.6, -0.8, 1.3], [0.2, -0.8, -0.8], [-0.3, 1.0, 0.1]], "molar_mass_g_mol": 73.06, "homo_lumo_gap_ha": 0.408, "charge": 0, "smiles": "N#[N+][O-].C=N", "lumo_energy_ha": 0.0455}



{"formula": "CH6N2O", "method": "ωB97M-V/def2-TZVPD", "symbols": ["O", "N", "N", "C", "H", "H", "H", "H", "H", "H"], "xyz": [[1.1550, 0.1538, -0.5550], [1.5514, -0.3945, 0.7161], [0.1448, 1.0871, -0.3800], [-1.5017, -0.3619, -0.1593], [-1.9058, -0.2261, 0.7904], [1.0786, 0.3552, 1.3477], [-2.1044, -0.1797, -0.9561], [2.5239, -0.5629, 0.6496], [-0.1116, 1.2870, -1.3562], [-0.8302, -1.1580, -0.0972]], "atomic_forces_ev_per_a": [[0.7, 0.0, -1.0], [-4.2, 1.7, 0.6], [-2.1, -2.7, 0.7], [3.5, 2.2, 1.2], [-0.9, 0.8, 1.4], [2.2, -1.7, -0.6], [-1.5, 0.3, -2.3], [1.1, 0.8, 0.4], [0.2, -0.1, 0.3], [0.9, -1.3, -0.7]], "molar_mass_g_mol": 62.07, "homo_lumo_gap_ha": [0.315, 0.319], "charge": 0, "lumo_energy_ha": [0.0231, 0.0232]}



{"formula": "C36H59AuN6P", "method": "ωB97M-V/def2-TZVPD", "symbols": ["Au", "P", "N", "N", "N", "N", "N", "N", "C", "C", "C", "C", "C", "C", "C", "C", "C", "C", "C", "C", "C", "C", "C", "C", "C", "C", "C", "C", "C", "C", "C", "C", "C", "C", "C", "C", "C", "C", "C", "C", "C", "C", "C", "C", "H", "H", "H", "H", "H", "H", "H", "H", "H", "H", "H", "H", "H", "H", "H", "H", "H", "H", "H", "H", "H", "H", "H", "H", "H", "H", "H", "H", "H", "H", "H", "H", "H", "H", "H", "H", "H", "H", "H", "H", "H", "H", "H", "H", "H", "H", "H", "H", "H", "H", "H", "H", "H", "H", "H", "H", "H", "H", "H"], "xyz": [[-0.3533, -0.9856, 0.6255], [-0.3344, 1.2205, -0.2879], [1.3239, -0.5640, 1.8131], [-2.5580, -1.4206, 0.8487], [3.3441, -1.5215, 1.0528], [-0.0230, -2.5132, -1.2245], [-0.4445, -2.8582, 1.7121], [3.1263, -0.7991, 3.2320], [-5.0598, -1.6777, 1.9987], [0.6216, -3.6485, 1.8805], [-1.8517, -4.5884, 2.5152], [-0.7514, -5.4122, 2.6912], [4.3636, -0.0319, 3.4003], [-1.9159, 2.2215, -3.9931], [3.7313, 2.2365, -0.8147], [2.5463, 2.3339, -3.0387], [2.4374, 1.9438, -0.0239], [0.5759, -3.9618, -3.3086], [1.6475, 1.3155, -2.3168], [-2.5557, 2.8600, 2.7927], [-2.6697, 4.0129, 0.5159], [-0.7376, 2.3681, 1.0958], [2.5817, -0.9689, 2.0010], [1.4304, -3.1512, -4.2973], [2.3115, -0.9651, 4.4329], [3.4449, 3.0926, -2.0448], [-3.2608, 1.5082, -3.9054], [-3.1066, 0.1372, -3.2203], [-1.4066, 2.5780, -2.5905], [4.6081, -2.2000, 1.3560], [-1.6211, 1.4001, -1.5997], [-4.8407, -0.7454, 0.9974], [-1.7344, 1.7669, 2.1129], [-1.6666, -3.3019, 2.0370], [0.5126, -4.9272, 2.3863], [-4.0198, -2.5137, 2.3751], [-2.7842, -2.3832, 1.7675], [-3.4565, 3.5345, 1.7605], [-3.5737, -0.6428, 0.4573], [0.2287, -3.1662, -2.1353], [-1.1597, 3.7800, 0.6236], [-1.8450, 0.0665, -2.3499], [1.2191, 1.9244, -0.9715], [2.9767, -1.5776, -0.3534], [1.5785, -3.2348, 1.5932], [-4.1691, -3.2539, 3.1488], [-3.9945, -0.0881, -2.6234], [2.5288, 0.9961, 0.4888], [-3.9786, 4.3700, 2.2234], [-1.1977, 1.1762, 2.8617], [2.9101, -1.4577, 5.1983], [1.9795, -0.0076, 4.8473], [-4.2362, 2.8303, 1.4561], [3.7754, -1.1391, -0.9530], [-0.7690, 4.4703, 1.3725], [-0.8815, -6.4267, 3.0440], [2.3013, 2.7162, 0.7364], [-0.6749, 4.0510, -0.3155], [-2.0003, 3.1372, -4.5767], [5.4601, -1.6128, 1.0130], [0.8741, -2.2994, -4.6860], [0.8020, 1.0495, -2.9523], [2.3440, -2.7929, -3.8240], [4.6263, -3.1544, 0.8294], [1.9352, 3.0450, -3.5987], [1.3947, -5.5359, 2.5262], [-5.6318, -0.0938, 0.6526], [-0.3502, -4.2934, -3.7812], [-1.1952, 1.5787, -4.5075], [2.9636, 4.0231, -1.7303], [0.2330, 2.4578, 1.5934], [-2.4367, 1.0963, 1.6131], [2.2027, 0.3965, -2.1236], [-3.6904, 1.3818, -4.8974], [-3.0719, 3.5402, -0.3820], [4.7730, 0.2587, 2.4363], [-2.8206, 5.0815, 0.3693], [2.0528, -1.0476, -0.5383], [-1.9266, -0.7640, -1.6481], [2.8550, -2.6166, -0.6673], [-0.3647, 2.8819, -2.6694], [-2.5309, 1.5969, -1.0228], [0.9196, 2.9627, -1.1466], [-3.9647, 2.1381, -3.3538], [-0.9733, -0.1470, -2.9717], [-1.9620, 3.4465, -2.2345], [4.7032, -2.3890, 2.4189], [4.1575, 0.8720, 3.9766], [4.4495, 2.7355, -0.1647], [-1.8898, 3.5948, 3.2517], [1.7073, -3.7864, -5.1351], [-3.0448, -0.6494, -3.9734], [5.1119, -0.6046, 3.9495], [-2.8482, -4.9549, 2.7152], [0.9417, -0.0934, 2.6195], [-3.1557, 2.4283, 3.5936], [1.1090, -4.8542, -2.9775], [4.3750, 3.3890, -2.5260], [-6.0305, -1.7626, 2.4695], [4.1944, 1.3000, -1.1396], [-3.3683, 0.0659, -0.3282], [1.4457, -1.5895, 4.2207], [3.1528, 1.8063, -3.7761]], "atomic_forces_ev_per_a": [[-0.1, -0.2, 1.5], [-0.1, 1.1, 0.0], [-0.8, 0.1, -0.6], [0.5, 0.3, -0.4], [-0.1, 0.0, -0.1], [0.1, -0.2, -0.4], [0.1, 0.1, -0.3], [-0.2, 0.0, 0.1], [0.0, 0.1, -0.1], [0.0, 0.1, 0.0], [0.0, 0.0, 0.1], [0.0, 0.0, 0.0], [0.2, -0.1, 0.1], [-0.1, -0.1, 0.1], [-0.1, 0.0, -0.1], [0.1, 0.0, 0.0], [0.0, 0.3, -0.1], [0.1, 0.1, -0.2], [-0.1, 0.2, -0.1], [0.0, 0.0, -0.1], [-0.1, -0.1, 0.0], [0.1, -0.5, 0.2], [0.2, -0.1, -0.1], [0.0, 0.0, 0.1], [0.0, 0.2, 0.1], [0.0, 0.0, 0.0], [0.0, 0.0, 0.0], [0.0, 0.1, -0.1], [0.0, 0.1, -0.2], [0.1, -0.1, 0.0], [-0.1, -0.7, 0.1], [0.0, -0.1, 0.1], [0.0, 0.1, 0.1], [0.0, -0.1, 0.0], [-0.1, 0.0, 0.0], [-0.1, 0.0, 0.0], [-0.1, 0.1, -0.1], [0.0, 0.1, 0.0], [0.0, -0.1, -0.1], [-0.1, -0.1, 0.0], [-0.1, 0.0, 0.0], [0.0, 0.2, 0.0], [0.4, -0.9, 0.0], [0.1, 0.0, 0.0], [0.0, -0.1, 0.0], [0.0, 0.0, 0.0], [0.0, 0.0, 0.0], [0.0, -0.1, 0.1], [0.0, 0.0, 0.0], [0.0, -0.1, -0.1], [0.0, 0.0, 0.0], [0.0, 0.0, -0.1], [0.0, 0.0, 0.0], [0.0, 0.0, 0.0], [0.1, 0.0, 0.0], [0.0, 0.0, 0.0], [0.0, 0.0, 0.0], [0.0, 0.1, 0.0], [0.0, 0.0, 0.0], [0.0, 0.0, 0.0], [0.0, 0.0, 0.0], [0.0, 0.0, 0.0], [0.0, 0.0, 0.0], [-0.1, 0.0, 0.0], [0.0, 0.0, 0.0], [0.0, 0.0, -0.1], [0.0, 0.0, 0.0], [0.0, 0.0, 0.1], [0.0, 0.1, 0.0], [0.0, 0.0, 0.0], [0.0, 0.1, 0.0], [0.0, 0.0, 0.0], [0.0, 0.0, 0.0], [0.0, 0.0, 0.0], [0.0, 0.0, 0.0], [0.0, 0.0, 0.0], [0.0, 0.0, 0.0], [0.0, 0.1, 0.0], [0.0, -0.1, -0.1], [0.0, 0.0, 0.1], [0.0, 0.0, 0.0], [0.0, 0.1, 0.0], [-0.2, 0.0, 0.0], [0.0, 0.0, 0.0], [0.0, 0.0, 0.0], [0.0, 0.0, 0.1], [0.0, 0.0, 0.0], [-0.1, 0.0, -0.1], [0.0, 0.0, 0.0], [0.0, 0.0, 0.1], [0.0, 0.0, 0.0], [0.0, 0.0, 0.0], [0.0, -0.1, 0.0], [0.0, 0.0, 0.0], [0.2, 0.1, 0.0], [0.0, 0.0, 0.0], [0.0, 0.0, 0.1], [0.0, 0.0, 0.0], [0.0, 0.0, 0.0], [0.0, 0.0, 0.0], [0.0, 0.0, 0.1], [0.0, 0.0, 0.0], [0.0, 0.0, 0.0]], "molar_mass_g_mol": 803.85, "homo_lumo_gap_ha": [0.250, 0.250], "charge": 3, "lumo_energy_ha": [-0.3781, -0.3781]}